Record 1
ORCA calculation (ωB97M-V with the def2-TZVPD basis set) on a 4-piece molecular cluster, C29H35FN4O8 overall at a distorted geometry.

Each line ends with the Löwdin charge.
Element x y z (Å)
C1 -2.362279 -1.111888 3.786138  -0.08
C2 -1.087080 -0.320693 3.415592  -0.17
C3 -1.016822 0.024742 1.923576  -0.31
F1 -2.253467 0.383364 1.453521  0.01
C4 -0.417103 -1.132744 1.139340  -0.23
N1 -1.207458 -2.383287 1.114464  0.13
C5 -1.417779 -2.754861 -0.228772  -0.45
O1 -1.530635 -3.837341 -0.637147  0.16
C6 -1.384441 -1.395101 -0.935142  -0.27
O2 -1.522615 -1.337773 -2.327695  0.02
C7 -0.091739 -0.857817 -0.329755  -0.19
C8 1.221447 -1.405483 -0.895229  -0.10
C9 1.819751 -2.626854 -0.180239  -0.37
C10 2.470736 -3.629737 -1.162429  -0.05
C11 2.856148 -2.200585 0.906352  -0.07
H1 -2.868775 -1.442127 2.895982  0.06
H2 -3.012766 -0.470667 4.371038  0.06
H3 -2.122083 -1.953169 4.420096  0.07
H4 -0.962541 0.565044 4.022940  0.10
H5 -0.241400 -0.961685 3.632770  0.10
H6 -0.306587 0.841876 1.826931  0.15
H7 0.521427 -1.294572 1.663341  0.13
H8 -0.719722 -3.138464 1.583678  0.14
H9 -2.237049 -0.892920 -0.476627  0.15
H10 -2.438034 -1.103811 -2.501709  0.10
H11 -0.101146 0.191053 -0.637253  0.15
H12 1.948765 -0.605906 -0.812007  0.10
H13 1.119920 -1.615240 -1.956549  0.12
H14 1.069518 -3.188218 0.358489  0.10
H15 1.835045 -4.503518 -1.251256  0.07
H16 2.629501 -3.170688 -2.129750  0.07
H17 3.437581 -3.983879 -0.820046  0.06
H18 2.951092 -1.114987 0.943866  0.04
H19 2.554688 -2.601063 1.870420  0.07
H20 3.840620 -2.607131 0.699573  0.06
O3 4.407189 0.319815 0.438727  0.06
N2 5.136882 -0.187087 -0.396582  -0.33
O4 4.745727 -0.842050 -1.346101  0.08
C12 6.586745 -0.000448 -0.242671  -0.14
C13 7.064462 0.707184 0.845655  0.00
C14 8.432358 0.862474 0.998150  -0.06
C15 9.302722 0.315477 0.064944  -0.07
C16 8.806792 -0.384368 -1.026771  -0.06
C17 7.440212 -0.546025 -1.184535  0.00
H21 6.387345 1.132907 1.571661  0.12
H22 8.820516 1.408419 1.847147  0.11
H23 10.371334 0.434157 0.189460  0.11
H24 9.486274 -0.807366 -1.754013  0.11
H25 7.054405 -1.093016 -2.032435  0.12
O5 -4.311597 0.261961 -8.902611  0.07
N3 -3.792847 1.178574 -8.291269  -0.35
O6 -4.103413 2.351313 -8.401898  0.07
C18 -2.709731 0.845499 -7.351614  -0.15
C19 -2.306426 -0.471787 -7.225171  0.00
C20 -1.272370 -0.778508 -6.355372  -0.06
C21 -0.658635 0.228239 -5.622781  -0.07
C22 -1.081151 1.544171 -5.753749  -0.07
C23 -2.112738 1.858667 -6.623690  -0.01
H26 -2.784313 -1.255048 -7.795155  0.12
H27 -0.942949 -1.803121 -6.249852  0.11
H28 0.151183 -0.014187 -4.946963  0.11
H29 -0.603773 2.326545 -5.179390  0.11
H30 -2.439663 2.882918 -6.727904  0.12
O7 -3.842960 3.783448 7.809270  0.08
N4 -3.643851 3.361812 6.684801  -0.35
O8 -2.573503 2.944364 6.278324  0.07
C24 -4.778113 3.357556 5.746276  -0.15
C25 -6.000476 3.855051 6.159923  0.00
C26 -7.058115 3.868247 5.265064  -0.07
C27 -6.884976 3.383266 3.975342  -0.07
C28 -5.654051 2.878481 3.578679  -0.06
C29 -4.592283 2.865328 4.468095  0.00
H31 -6.135284 4.232177 7.163083  0.12
H32 -8.018218 4.259637 5.572850  0.11
H33 -7.711985 3.399420 3.277146  0.11
H34 -5.520355 2.497623 2.575266  0.11
H35 -3.635089 2.474409 4.154162  0.11

Atomic forces in eV per Å
0.39 0.82 0.34
-0.55 -0.67 -0.27
0.93 -0.89 0.93
-0.53 0.50 -0.34
0.72 0.21 -0.03
0.76 -0.45 0.08
0.17 3.56 1.10
-0.50 -3.35 -1.27
-0.49 -0.87 -0.09
0.37 -0.22 -0.05
-0.96 1.27 -1.21
-0.06 -0.51 0.44
1.24 -0.29 0.22
-0.29 0.15 0.26
-0.56 0.05 -0.25
-0.27 -0.24 -0.13
-0.35 0.04 -0.05
0.04 -0.33 0.04
-0.14 0.28 0.14
0.41 0.05 0.04
-0.14 0.45 -0.37
0.14 -0.25 0.09
-0.40 -0.02 0.30
0.13 0.44 0.09
0.08 -0.10 -0.21
0.05 0.30 0.71
0.20 0.15 -0.13
-0.29 0.02 -0.16
-0.42 -0.05 -0.09
-0.13 -0.13 -0.39
-0.02 -0.03 -0.31
0.13 0.00 0.16
-0.11 -0.28 0.32
0.05 0.14 0.30
0.17 -0.02 -0.09
0.38 0.20 -0.32
-0.21 0.01 -0.03
0.05 0.18 0.20
0.22 -0.01 0.06
-0.05 0.14 0.23
0.06 -0.06 -0.10
0.01 0.00 0.00
0.02 0.07 0.11
0.03 -0.15 -0.23
-0.11 -0.07 -0.08
-0.03 0.00 0.00
-0.01 0.01 -0.01
-0.03 -0.01 -0.01
-0.13 0.02 0.07
0.11 0.23 0.14
-0.18 0.05 -0.13
0.06 -0.28 0.02
0.16 -0.05 0.12
-0.01 -0.25 -0.06
0.02 0.11 0.04
0.05 0.00 0.04
0.01 -0.14 -0.02
0.03 0.27 0.07
-0.08 0.11 -0.06
-0.03 0.00 0.00
-0.04 -0.01 0.02
-0.02 0.01 -0.01
-0.09 -0.06 -0.11
0.06 -0.10 -0.26
0.18 -0.03 0.15
-0.25 0.09 0.11
-0.15 0.01 -0.13
-0.16 0.12 0.19
0.05 -0.06 -0.12
-0.01 0.00 0.00
-0.13 0.06 0.06
0.19 -0.14 -0.25
0.15 -0.03 0.02
0.02 0.00 0.02
0.01 -0.01 0.01
0.03 -0.01 0.02
0.05 0.04 0.14

Computed properties:
frontier orbital gap	8.370	eV
maximum force	0.0726	hartree/bohr
SMILES string	CC[C@H](F)[C@H]1NC(=O)[C@H](O)[C@@H]1CC(C)C.O=[N+]([O-])c1ccccc1.O=[N+]([O-])c1ccccc1.O=[N+]([O-])c1ccccc1
LUMO level	-0.83	eV
E_tot	-55690.01601	eV

***

Record 2
ORCA calculation (ωB97M-V with the def2-TZVPD basis set) on a 2-piece molecular cluster, C3H5NO overall at a distorted geometry.

Each line ends with the natural charge from an NBO analysis.
Element x y z (Å)
C1 0.337439 -0.062553 1.431559  -0.73
C2 0.329311 0.170730 -0.019531  0.53
O1 0.722885 -0.737661 -0.804166  -0.58
C3 -1.703227 0.197600 -1.386701  -0.06
N1 -1.146093 0.062414 -2.417147  -0.72
H1 0.559673 -1.102361 1.667377  0.25
H2 -0.648461 0.210485 1.823662  0.28
H3 1.066147 0.608463 1.895418  0.26
H4 0.092729 1.150366 -0.418886  0.22
H5 0.329311 -0.507533 -1.729563  0.55

Atomic forces in eV per Å
0.01 -0.10 -0.03
0.28 -0.16 0.13
-0.03 0.11 0.15
0.29 -0.10 -1.22
-0.41 0.12 1.09
0.01 0.11 -0.03
0.10 0.02 -0.11
-0.03 0.00 0.00
-0.06 -0.07 0.01
-0.14 0.07 0.02

Computed properties:
frontier orbital gap	8.749	eV
maximum force	0.0245	hartree/bohr
LUMO level	-1.02	eV
E_tot	-6726.53555	eV
relative energy (zero: lowest compared OMol25 entry of this formula, charge and spin)	70.0	kcal per mole